No. 1
Density functional theory data (wB97M-V/def2-TZVPD) for a single C5H6O molecule.

Calculated values
HOMO energy   -9.350 eV
Calculated total energy   -7326.5581 eV
HOMO-LUMO gap   10.4 eV
Charge   0
Max |F|   0.27 eV/Å
Energy above the lowest of the compared OMol25 structures with the same formula, charge and spin   62.9 kcal per mole
E_LUMO   1.089 eV

Positions of all 12 atoms, in Å:
O (2.490, 1.025, 0.835)
C (1.626, 0.314, 0.389)
C (0.584, 0.695, -0.627)
C (-0.818, 0.344, -0.105)
C (-1.411, -1.010, -0.350)
C (-1.029, -0.786, 0.865)
H (1.521, -0.738, 0.728)
H (0.670, 1.757, -0.870)
H (0.798, 0.121, -1.539)
H (-1.478, 1.211, -0.020)
H (-1.814, -1.670, -1.101)
H (-0.917, -1.102, 1.891)

***

No. 2
Density functional theory data (wB97M-V/def2-TZVPD) for 2 unconnected molecules or ions with the total composition CH5N2P in a non-equilibrium geometry.

Calculated values
HOMO energy   -7.308 eV
Calculated total energy   -13384.8244 eV
HOMO-LUMO gap   7.0 eV
Charge   0
Max |F|   3.10 eV/Å
Energy above the lowest of the compared OMol25 structures with the same formula, charge and spin   40.2 kcal per mole
E_LUMO   -0.316 eV

Positions of all 9 atoms, in Å:
C (0.671, -1.851, 0.086)
N (-1.270, 1.419, 0.005)
N (1.355, -0.821, -0.102)
P (2.122, 0.498, -0.224)
H (0.488, -2.333, 1.049)
H (-1.997, 1.987, -0.499)
H (0.241, -2.326, -0.844)
H (-0.432, 1.610, -0.469)
H (-1.177, 1.817, 0.998)

***

No. 3
Density functional theory data (wB97M-V/def2-TZVPD) for a molecular structure, C33H33F5NO2PdSSbSiTe.

Calculated values
HOMO energy   -14.111 eV
Calculated total energy   -89937.7448 eV
HOMO-LUMO gap   5.4 eV
Charge   +2
Max |F|   0.99 eV/Å
Energy above the lowest of the compared OMol25 structures with the same formula, charge and spin   6.5 kcal per mole
E_LUMO   -8.680 eV

Positions of all 79 atoms, in Å:
Pd (1.408, 0.355, 0.630)
C (4.753, 1.348, 1.092)
Si (3.853, 1.843, -0.451)
C (4.984, 2.280, -1.857)
C (2.607, 3.191, -0.219)
N (2.883, 0.213, -0.735)
C (3.220, -0.835, -1.393)
C (4.337, -0.869, -2.340)
C (4.742, -2.019, -2.895)
C (4.068, -3.255, -2.584)
C (3.002, -3.328, -1.740)
C (2.515, -2.148, -1.154)
O (1.498, -2.103, -0.378)
C (0.856, -3.299, 0.096)
C (1.506, -4.032, 1.065)
C (0.846, -5.143, 1.569)
C (-0.418, -5.478, 1.098)
C (-1.039, -4.700, 0.129)
C (-0.402, -3.577, -0.384)
H (5.445, 2.155, 1.350)
H (5.343, 0.440, 0.962)
H (4.082, 1.208, 1.941)
H (5.290, 3.313, -1.663)
H (4.493, 2.282, -2.831)
H (5.900, 1.690, -1.905)
H (3.170, 4.127, -0.151)
H (2.021, 3.085, 0.694)
H (1.926, 3.272, -1.066)
H (4.812, 0.066, -2.587)
H (5.567, -2.036, -3.593)
H (4.419, -4.164, -3.059)
H (2.505, -4.265, -1.532)
H (2.477, -3.729, 1.437)
H (1.319, -5.739, 2.337)
H (-0.924, -6.348, 1.493)
H (-2.025, -4.961, -0.230)
H (-0.872, -2.940, -1.121)
F (-0.118, -1.571, 2.298)
Te (0.774, -0.418, 3.480)
F (1.241, -1.980, 4.328)
F (2.381, -0.719, 2.394)
F (-0.749, -0.280, 4.497)
F (1.769, 0.473, 4.737)
O (0.492, 0.989, 2.345)
S (0.105, 0.853, -1.184)
Sb (-2.067, 1.116, -0.278)
C (-1.956, 2.453, 1.319)
C (-1.179, 3.588, 1.114)
C (-1.096, 4.542, 2.116)
C (-1.785, 4.358, 3.308)
C (-2.567, 3.228, 3.499)
C (-2.661, 2.269, 2.502)
C (-2.983, -0.717, 0.126)
C (-3.426, -1.450, -0.975)
C (-4.054, -2.670, -0.772)
C (-4.230, -3.153, 0.518)
C (-3.765, -2.431, 1.609)
C (-3.135, -1.210, 1.418)
C (-3.087, 1.982, -1.885)
C (-4.413, 1.639, -2.135)
C (-5.099, 2.278, -3.157)
C (-4.466, 3.252, -3.917)
C (-3.145, 3.594, -3.661)
C (-2.450, 2.961, -2.642)
H (-0.632, 3.730, 0.188)
H (-0.499, 5.432, 1.966)
H (-1.719, 5.104, 4.088)
H (-3.111, 3.093, 4.424)
H (-3.291, 1.402, 2.659)
H (-3.302, -1.072, -1.983)
H (-4.418, -3.234, -1.621)
H (-4.737, -4.096, 0.675)
H (-3.895, -2.814, 2.612)
H (-2.761, -0.667, 2.277)
H (-4.920, 0.891, -1.538)
H (-6.130, 2.019, -3.356)
H (-5.006, 3.749, -4.711)
H (-2.657, 4.356, -4.254)
H (-1.416, 3.227, -2.453)

***

No. 4
Density functional theory data (wB97M-V/def2-TZVPD) for 2 unconnected molecules or ions with the total composition C2H10N2O in a non-equilibrium geometry.

Calculated values
HOMO energy   -8.609 eV
Calculated total energy   -7262.8174 eV
HOMO-LUMO gap   9.5 eV
Charge   0
Max |F|   1.23 eV/Å
Energy above the lowest of the compared OMol25 structures with the same formula, charge and spin   25.5 kcal per mole
E_LUMO   0.885 eV

Positions of all 15 atoms, in Å:
N (-0.954, -1.602, -0.065)
C (0.084, -2.498, -0.604)
N (-0.441, -3.483, -1.519)
H (-1.899, -1.918, -0.186)
H (-0.860, -0.606, -0.169)
H (0.767, -1.870, -1.192)
H (0.594, -2.993, 0.231)
H (-1.282, -3.945, -1.201)
H (-0.618, -3.054, -2.416)
C (1.099, 3.638, 1.355)
O (-0.005, 3.076, 0.635)
H (1.196, 3.010, 2.251)
H (2.001, 3.785, 0.743)
H (0.863, 4.639, 1.704)
H (-0.544, 3.823, 0.433)

***

No. 5
Density functional theory data (wB97M-V/def2-TZVPD) for a single C5H10FNO molecule in a non-equilibrium geometry.

Calculated values
HOMO energy   -8.741 eV
Calculated total energy   -11601.0257 eV
HOMO-LUMO gap   9.6 eV
Charge   0
Max |F|   1.37 eV/Å
Energy above the lowest of the compared OMol25 structures with the same formula, charge and spin   19.1 kcal per mole
E_LUMO   0.823 eV

Positions of all 18 atoms, in Å:
C (-1.636, 2.103, 1.357)
O (-1.010, 0.858, 1.085)
C (-0.188, 0.867, 0.006)
C (0.589, -0.185, -0.296)
C (0.592, -1.470, 0.499)
N (-0.160, -2.568, -0.110)
C (1.465, -0.104, -1.508)
F (1.114, -1.092, -2.436)
H (-2.227, 2.445, 0.491)
H (-2.266, 1.926, 2.201)
H (-0.870, 2.880, 1.615)
H (-0.200, 1.770, -0.602)
H (1.637, -1.790, 0.615)
H (0.206, -1.271, 1.515)
H (-1.110, -2.272, -0.148)
H (0.161, -2.670, -1.039)
H (1.414, 0.879, -2.009)
H (2.489, -0.307, -1.233)

***

No. 6
Density functional theory data (wB97M-V/def2-TZVPD) for a molecular structure, C48H69N3O4P3S2Ti.

Calculated values
HOMO energy   -9.606 eV
Calculated total energy   -136209.0175 eV
HOMO-LUMO gap   6.7 eV
Charge   +1
Max |F|   0.64 eV/Å
Energy above the lowest of the compared OMol25 structures with the same formula, charge and spin   0.0 kcal per mole
E_LUMO   -2.931 eV

Positions of all 130 atoms, in Å:
Ti (0.094, 0.204, 0.774)
C (-0.469, -4.197, 1.426)
C (-0.491, -2.711, 1.641)
N (0.375, -1.918, 1.055)
N (1.442, -2.626, 0.469)
C (2.369, -1.871, 0.011)
S (2.367, -0.139, -0.049)
S (3.758, -2.659, -0.767)
C (4.294, -3.831, 0.533)
C (3.773, -5.230, 0.359)
C (2.700, -5.682, 1.118)
C (2.207, -6.968, 0.953)
C (2.784, -7.819, 0.021)
C (3.861, -7.378, -0.735)
C (4.354, -6.093, -0.563)
C (-1.459, -2.203, 2.613)
C (-2.344, -3.090, 3.263)
C (-3.055, -2.709, 4.375)
C (-2.863, -1.431, 4.913)
C (-2.027, -0.530, 4.297)
C (-1.381, -0.888, 3.105)
O (-0.692, 0.030, 2.462)
H (0.284, -4.489, 0.706)
H (-0.288, -4.717, 2.368)
H (-1.455, -4.506, 1.073)
H (5.382, -3.807, 0.496)
H (3.980, -3.416, 1.489)
H (2.252, -5.016, 1.845)
H (1.375, -7.310, 1.556)
H (2.405, -8.824, -0.107)
H (4.323, -8.040, -1.456)
H (5.196, -5.758, -1.157)
H (-2.459, -4.097, 2.888)
H (-3.732, -3.404, 4.851)
H (-3.383, -1.142, 5.817)
H (-1.897, 0.476, 4.671)
C (1.757, 3.821, 4.182)
C (0.784, 2.827, 3.548)
C (-0.409, 3.581, 2.964)
P (1.558, 1.766, 2.260)
C (3.036, 0.965, 3.020)
C (2.636, 0.441, 4.406)
C (4.360, 1.723, 3.043)
C (1.885, 2.902, 0.898)
C (2.977, 3.764, 0.774)
C (3.154, 4.568, -0.339)
C (4.323, 5.504, -0.459)
C (2.201, 4.468, -1.354)
C (1.102, 3.641, -1.240)
C (0.898, 2.868, -0.095)
N (-0.255, 2.010, 0.054)
C (-1.478, 2.438, -0.530)
C (-1.731, 3.792, -0.784)
C (-2.878, 4.207, -1.431)
C (-3.855, 3.301, -1.839)
C (-5.100, 3.733, -2.564)
C (-3.658, 1.977, -1.487)
C (-2.511, 1.525, -0.828)
P (-2.457, -0.065, 0.040)
C (-3.750, 0.200, 1.354)
C (-5.206, 0.082, 0.900)
C (-3.552, 1.527, 2.074)
C (-3.136, -1.553, -0.843)
C (-2.107, -2.534, -1.413)
C (-4.204, -1.317, -1.913)
H (1.218, 4.439, 4.902)
H (2.176, 4.491, 3.429)
H (2.577, 3.341, 4.711)
H (0.425, 2.131, 4.314)
H (-0.070, 4.341, 2.257)
H (-0.951, 4.089, 3.764)
H (-1.097, 2.925, 2.441)
H (3.183, 0.093, 2.382)
H (2.540, 1.238, 5.142)
H (3.406, -0.243, 4.764)
H (1.693, -0.111, 4.381)
H (4.308, 2.663, 3.592)
H (4.718, 1.927, 2.034)
H (5.110, 1.100, 3.535)
H (3.715, 3.801, 1.564)
H (5.060, 5.318, 0.321)
H (4.004, 6.544, -0.374)
H (4.819, 5.395, -1.424)
H (2.325, 5.053, -2.258)
H (0.400, 3.582, -2.058)
H (-1.017, 4.535, -0.462)
H (-3.020, 5.265, -1.615)
H (-4.970, 4.710, -3.028)
H (-5.951, 3.804, -1.883)
H (-5.366, 3.022, -3.346)
H (-4.439, 1.267, -1.724)
H (-3.571, -0.609, 2.068)
H (-5.466, 0.845, 0.166)
H (-5.847, 0.248, 1.768)
H (-5.459, -0.897, 0.499)
H (-3.843, 2.366, 1.439)
H (-2.520, 1.674, 2.380)
H (-4.174, 1.545, 2.970)
H (-3.604, -2.051, 0.017)
H (-1.822, -2.236, -2.419)
H (-2.567, -3.521, -1.489)
H (-1.203, -2.627, -0.817)
H (-3.765, -0.840, -2.789)
H (-5.049, -0.723, -1.577)
H (-4.593, -2.286, -2.235)
C (-1.709, 0.474, -5.525)
C (-1.587, 0.733, -4.044)
O (-0.886, -0.380, -3.456)
P (0.119, -0.244, -2.191)
O (0.981, -1.559, -2.454)
C (0.807, -2.662, -3.367)
C (1.825, -2.621, -4.480)
O (1.012, 1.008, -2.599)
C (2.046, 1.039, -3.605)
C (1.763, 2.122, -4.616)
H (-2.197, 1.318, -6.015)
H (-2.303, -0.420, -5.714)
H (-0.727, 0.334, -5.979)
H (-2.564, 0.820, -3.573)
H (-1.040, 1.655, -3.836)
H (-0.209, -2.655, -3.762)
H (0.940, -3.554, -2.753)
H (1.622, -1.814, -5.184)
H (1.790, -3.560, -5.035)
H (2.832, -2.502, -4.081)
H (2.125, 0.060, -4.075)
H (2.977, 1.230, -3.068)
H (0.834, 1.938, -5.159)
H (2.575, 2.158, -5.344)
H (1.697, 3.098, -4.139)